No. 1
Density functional theory data (ωB97M-V/def2-TZVPD) for a single C4H11NO2 molecule.

Each atom is followed by the atoms it is bonded to, with distances in Å.
Element x y z (Å)
1 C -0.497 -1.106 -0.512  C2 1.534, N5 1.480, H8 1.085, H9 1.088
2 C -1.112 0.129 -1.185  C1 1.534, C3 1.518, H10 1.087, H11 1.091
3 C -0.181 1.328 -1.165  C2 1.518, O4 1.430, H12 1.082, H13 1.093
4 O -0.791 2.459 -1.791  C3 1.430, H14 0.960
5 N -0.136 -0.817 0.893  C1 1.480, C6 1.439, H15 1.013
6 C 1.139 -1.328 1.323  N5 1.439, O7 1.420, H16 1.100, H17 1.094
7 O 1.509 -0.703 2.543  C6 1.420, H18 0.967
8 H -1.241 -1.896 -0.532  C1 1.085
9 H 0.413 -1.391 -1.036  C1 1.088
10 H -2.065 0.344 -0.709  C2 1.087
11 H -1.286 -0.126 -2.232  C2 1.091
12 H -0.011 1.653 -0.147  C3 1.082
13 H 0.773 1.072 -1.631  C3 1.093
14 H -0.791 2.312 -2.740  O4 0.960
15 H -0.841 -1.174 1.526  N5 1.013
16 H 1.143 -2.412 1.511  C6 1.100
17 H 1.904 -1.103 0.574  C6 1.094
18 H 0.871 0.011 2.676  O7 0.967

HOMO (eV): -9.28
Energy relative to the best compared isomer or geometry (same formula, charge and spin) (eV): 1.522
Net charge: 0
SMILES: OCCCNCO

Atom charges from the natural (NBO) analysis, given in e for atoms 1 to 8: C -0.218; C -0.420; C -0.065; O -0.716; N -0.665; C 0.109; O -0.727; H 0.189


No. 2
Density functional theory data (ωB97M-V/def2-TZVPD) for a gas-phase ion, C5H8N4 (charge +2).

Each atom is followed by the atoms it is bonded to, with distances in Å.
Element x y z (Å)
1 C -1.120 -1.380 -0.784  N7 1.217, N8 1.512, H10 1.117
2 C -0.407 1.336 -0.959  C4 1.262, N9 1.243
3 C 0.096 1.173 1.252  N6 1.510, N9 1.386, H11 1.124, H12 1.181
4 C -0.402 0.528 -1.928  C2 1.262, N7 1.349, H13 1.082
5 C 1.232 -0.989 0.415  N6 1.296, N8 1.398, H14 1.060
6 N 1.203 0.194 0.944  C3 1.510, C5 1.296, H15 0.938
7 N -1.280 -0.389 -1.472  C1 1.217, C4 1.349
8 N 0.202 -1.747 -0.148  C1 1.512, C5 1.398, H16 1.056
9 N -0.644 1.701 0.206  C2 1.243, C3 1.386, H17 1.005
10 H -1.905 -2.108 -0.468  C1 1.117
11 H -0.689 0.670 1.880  C3 1.124
12 H 0.741 1.812 2.007  C3 1.181
13 H -0.241 0.646 -2.991  C4 1.082
14 H 2.107 -1.534 0.660  C5 1.060
15 H 2.053 0.484 1.217  N6 0.938
16 H 0.430 -2.778 -0.117  N8 1.056
17 H -1.378 2.382 0.288  N9 1.005

HOMO (alpha / beta) (eV): -15.78 / -20.24
Energy relative to the best compared isomer or geometry (same formula, charge and spin) (eV): 1.793
⟨S²⟩: 2.01
Spin multiplicity: 3
Net charge: +2

Atom charges from the natural (NBO) analysis, given in e for atoms 1 to 8: C 0.299; C 0.424; C -0.075; C -0.016; C 0.430; N -0.475; N -0.174; N -0.600


No. 3
Density functional theory data (ωB97M-V/def2-TZVPD) for 2 unconnected molecules or ions with the total composition C6H8S.

Each atom is followed by the atoms it is bonded to, with distances in Å.
Element x y z (Å)
1 C 1.121 0.887 0.347  C2 1.540, C3 1.578, C6 1.482
2 C 0.085 1.448 -0.644  C1 1.540, C4 1.502, C6 1.347
3 C 0.379 -0.390 0.902  C1 1.578, C5 1.477, H8 1.106, H9 1.048
4 C -0.908 0.372 -0.979  C2 1.502, C5 1.645, H10 1.089, H11 1.141
5 C -0.985 -0.574 0.365  C3 1.477, C4 1.645, H12 1.103, H13 1.100
6 C 0.416 2.188 0.431  C1 1.482, C2 1.347, H14 1.036
7 S 3.499 -0.299 -0.202  H15 1.269
8 H 1.103 -1.125 0.505  C3 1.106
9 H 0.397 -0.413 1.950  C3 1.048
10 H -1.896 0.718 -1.278  C4 1.089
11 H -0.692 -0.255 -1.907  C4 1.141
12 H -1.251 -1.577 -0.010  C5 1.103
13 H -1.825 -0.214 0.976  C5 1.100
14 H 0.394 3.077 0.963  C6 1.036
15 H 4.506 0.392 -0.551  S7 1.269

HOMO (alpha / beta) (eV): -8.23 / -8.20
Energy relative to the best compared isomer or geometry (same formula, charge and spin) (eV): 6.253
Net charge: 0

Atom charges from the natural (NBO) analysis, given in e for atoms 1 to 8: C 0.151; C 0.024; C -0.497; C -0.451; C -0.388; C -0.129; S -0.427; H 0.251


No. 4
Density functional theory data (ωB97M-V/def2-TZVPD) for a single C6H13O2P molecule.

Each atom is followed by the atoms it is bonded to, with distances in Å.
Element x y z (Å)
1 C 2.651 -0.627 -0.105  C5 1.408, P9 1.760, H10 1.068
2 C -1.850 -0.020 0.888  C3 1.472, C4 1.533, H11 1.118, H12 1.145
3 C -3.143 0.684 0.899  C2 1.472, O7 1.288, H13 1.144, H14 1.207
4 C -1.274 -0.260 -0.513  C2 1.533, O8 1.430, H15 1.135, H16 1.145
5 C 2.721 -2.028 0.017  C1 1.408, H17 1.156, H18 1.109, H19 1.146
6 C 1.247 1.890 -0.967  P9 1.954, H20 1.054, H21 1.129, H22 1.127
7 O -3.283 1.718 0.144  C3 1.288
8 O 0.094 -0.675 -0.545  C4 1.430, P9 1.627
9 P 1.181 0.302 0.170  C1 1.760, C6 1.954, O8 1.627
10 H 3.410 0.093 0.113  C1 1.068
11 H -0.994 0.516 1.367  C2 1.118
12 H -1.926 -0.914 1.599  C2 1.145
13 H -4.014 0.024 0.560  C3 1.144
14 H -3.554 0.733 2.033  C3 1.207
15 H -1.861 -1.075 -1.043  C4 1.135
16 H -1.479 0.585 -1.258  C4 1.145
17 H 1.818 -2.586 0.473  C5 1.156
18 H 2.766 -2.476 -0.996  C5 1.109
19 H 3.649 -2.399 0.579  C5 1.146
20 H 0.278 2.090 -1.330  C6 1.054
21 H 1.538 2.783 -0.342  C6 1.129
22 H 2.024 1.640 -1.744  C6 1.127

HOMO (alpha / beta) (eV): -6.90 / -8.30
Energy relative to the best compared isomer or geometry (same formula, charge and spin) (eV): 5.630
Net charge: 0

Atom charges from the natural (NBO) analysis, given in e for atoms 1 to 8: C -0.539; C -0.502; C -0.109; C -0.076; C -0.683; C -0.930; O -0.323; O -0.800


No. 5
Density functional theory data (ωB97M-V/def2-TZVPD) for a single C3H7NO2 molecule.

Each atom is followed by the atoms it is bonded to, with distances in Å.
Element x y z (Å)
1 O 0.539 1.434 -1.596  C2 1.407, H7 0.968
2 C 0.154 0.094 -1.410  O1 1.407, C3 1.545, H8 1.095, H9 1.101
3 C 0.710 -0.489 -0.092  C2 1.545, N4 1.454, H10 1.096, H11 1.091
4 N -0.295 -0.823 0.905  C3 1.454, C5 1.352, H12 1.008
5 C -0.895 0.150 1.625  N4 1.352, O6 1.222, H13 1.106
6 O -0.744 1.344 1.412  C5 1.222
7 H 0.226 1.913 -0.816  O1 0.968
8 H 0.553 -0.462 -2.266  C2 1.095
9 H -0.941 -0.020 -1.427  C2 1.101
10 H 1.377 0.270 0.334  C3 1.096
11 H 1.301 -1.388 -0.272  C3 1.091
12 H -0.446 -1.785 1.167  N4 1.008
13 H -1.537 -0.238 2.437  C5 1.106

HOMO (eV): -10.00
Energy relative to the best compared isomer or geometry (same formula, charge and spin) (eV): 0.987
Net charge: 0
SMILES: O=CNCCO

Atom charges from the natural (NBO) analysis, given in e for atoms 1 to 8: O -0.714; C -0.072; C -0.266; N -0.610; C 0.525; O -0.634; H 0.482; H 0.179


No. 6
Density functional theory data (ωB97M-V/def2-TZVPD) for 2 unconnected molecules or ions with the total composition C4H4N.

Each atom is followed by the atoms it is bonded to, with distances in Å.
Element x y z (Å)
1 C 0.869 -3.008 -0.777  N5 1.137, H6 1.064
2 C -0.288 0.548 -0.760  C3 1.236, H7 1.063
3 C -0.366 1.315 0.205  C2 1.236, C4 1.334
4 C -0.518 2.156 1.229  C3 1.334, H8 1.082, H9 1.087
5 N 0.422 -1.988 -1.009  C1 1.137
6 H 1.282 -3.967 -0.574  C1 1.064
7 H -0.220 -0.068 -1.624  C2 1.063
8 H 0.264 2.849 1.511  C4 1.082
9 H -1.444 2.164 1.799  C4 1.087

HOMO (alpha / beta) (eV): -14.80 / -16.81
Energy relative to the best compared isomer or geometry (same formula, charge and spin) (eV): 0.000
⟨S²⟩: 2.02
Spin multiplicity: 3
Net charge: +1

Atom charges from the natural (NBO) analysis, given in e for atoms 1 to 8: C 0.196; C 0.241; C 0.184; C -0.366; N -0.431; H 0.256; H 0.299; H 0.309